Entry from the OMol25 dataset: a 14-piece molecular cluster, C94H212N10O12 overall in a non-equilibrium geometry (ωB97M-V with the def2-TZVPD basis set).

Its net charge is +6. The LUMO energy is -7.99 eV. The value obtained for the total energy is -140329.933 eV. As for the HOMO energy: -15.90 eV. For the HOMO-LUMO gap, the calculation gives 7.91 eV.

Geometry (Å):
C (4.1954, -3.8403, 11.6173)
C (2.8659, -3.7463, 10.8693)
C (2.1584, -2.4099, 11.0588)
N (1.3201, -1.9221, 9.8382)
C (2.2338, -1.4014, 8.7161)
C (1.4172, -0.9449, 7.5333)
C (0.4940, -2.0200, 7.0158)
C (-0.3398, -2.6572, 8.1178)
C (0.5040, -3.0629, 9.3303)
C (0.3242, -0.8697, 10.4051)
H (4.7377, -4.7421, 11.3648)
H (3.9791, -3.8434, 12.6876)
H (4.9121, -3.0715, 11.2710)
H (2.1948, -4.6179, 11.1034)
H (2.9544, -3.8136, 9.7933)
H (2.9200, -1.6476, 11.2310)
H (1.4288, -2.5632, 11.8498)
H (3.0313, -2.1255, 8.5622)
H (2.7505, -0.5381, 9.1465)
H (2.1799, -0.8029, 6.7843)
H (0.9045, 0.0142, 7.6722)
H (0.9772, -2.8533, 6.4644)
H (-0.1493, -1.5927, 6.2324)
H (-0.8498, -3.5527, 7.7484)
H (-1.0811, -1.9320, 8.5029)
H (1.2121, -3.7773, 8.9017)
H (-0.1242, -3.4908, 10.1478)
H (0.8767, -0.0528, 10.8215)
H (-0.2983, -1.4180, 11.1239)
H (-0.2349, -0.5943, 9.5440)
C (-3.2844, 2.4965, 2.2345)
C (-3.4392, 1.5278, 3.4000)
C (-4.7580, 1.7936, 4.0683)
N (-5.0720, 0.8598, 5.2314)
C (-3.9463, 0.7237, 6.2254)
C (-3.5795, 2.1281, 6.7952)
C (-4.7269, 2.7901, 7.4985)
C (-5.9158, 2.8781, 6.5346)
C (-6.1867, 1.4445, 6.0344)
C (-5.6369, -0.3987, 4.7313)
H (-4.1558, 2.5115, 1.5827)
H (-2.5027, 2.1626, 1.5748)
H (-2.9841, 3.5272, 2.5528)
H (-2.6194, 1.7133, 4.0640)
H (-3.3274, 0.4954, 3.1051)
H (-5.5260, 1.5655, 3.3458)
H (-4.8580, 2.8235, 4.3589)
H (-3.1807, 0.1189, 5.7431)
H (-4.4809, 0.1286, 7.0237)
H (-3.2319, 2.8914, 6.0672)
H (-2.7643, 1.9687, 7.5186)
H (-4.4094, 3.7860, 7.7537)
H (-4.9804, 2.2714, 8.4416)
H (-5.6810, 3.5851, 5.7380)
H (-6.8078, 3.1650, 7.0749)
H (-7.1158, 1.4334, 5.4254)
H (-6.3683, 0.7789, 6.8649)
H (-4.8886, -1.0049, 4.2432)
H (-6.4548, -0.1400, 4.0673)
H (-5.9067, -0.9613, 5.5942)
C (4.1925, 2.2768, 4.8763)
C (4.0632, 1.0240, 3.9705)
C (5.0513, -0.0985, 4.3501)
N (6.2629, -0.2309, 3.4138)
C (7.3764, -0.9899, 4.1871)
C (7.1441, -2.5142, 4.3102)
C (6.9294, -3.0805, 2.9347)
C (5.7194, -2.4136, 2.2273)
C (5.8928, -0.8975, 2.1284)
C (6.8445, 1.1413, 3.1715)
H (4.0260, 2.0665, 5.9342)
H (3.3432, 2.9214, 4.6096)
H (5.1032, 2.8967, 4.7581)
H (4.2401, 1.2305, 2.9245)
H (3.0106, 0.7272, 4.0117)
H (4.5731, -1.0788, 4.2737)
H (5.4024, 0.0226, 5.3932)
H (7.4511, -0.4697, 5.1780)
H (8.2399, -0.7687, 3.5390)
H (6.3331, -2.9138, 4.9432)
H (8.0878, -2.9163, 4.7604)
H (6.8086, -4.1662, 3.0446)
H (7.7693, -2.8191, 2.3357)
H (4.8384, -2.5840, 2.9287)
H (5.4653, -2.7372, 1.1968)
H (4.9725, -0.4422, 1.7673)
H (6.7087, -0.6582, 1.4609)
H (7.8549, 0.9437, 2.8265)
H (6.7539, 1.6789, 4.1084)
H (6.3730, 1.6431, 2.3480)
C (4.3530, 13.2412, 1.6288)
C (3.7163, 11.8505, 1.4996)
C (4.3560, 11.1279, 0.3788)
N (3.7945, 9.8558, -0.0952)
C (4.8156, 9.1867, -1.0145)
C (4.4530, 7.7777, -1.4462)
C (4.1871, 6.8552, -0.2026)
C (3.1791, 7.5192, 0.6590)
C (3.6798, 8.9050, 1.0770)
C (2.5639, 10.1663, -0.8371)
H (3.9596, 13.6958, 2.5443)
H (4.2117, 13.8077, 0.7497)
H (5.4291, 13.1317, 1.8232)
H (2.6329, 11.9306, 1.4290)
H (3.8846, 11.3272, 2.4706)
H (5.3561, 10.9436, 0.8077)
H (4.5146, 11.7748, -0.5436)
H (5.6947, 9.2041, -0.4045)
H (4.9901, 9.8441, -1.8887)
H (5.2955, 7.4681, -2.0610)
H (3.5425, 7.7692, -2.2046)
H (5.1725, 6.8825, 0.3552)
H (3.8327, 5.8782, -0.5102)
H (2.9246, 6.9702, 1.5833)
H (2.2398, 7.5259, 0.0978)
H (4.7020, 8.8775, 1.4175)
H (3.1317, 9.4041, 1.8640)
H (2.1131, 9.3081, -1.3763)
H (2.7571, 10.9366, -1.5859)
H (1.8403, 10.5090, -0.0828)
C (-8.3069, 1.4217, -1.2943)
C (-7.0155, 0.6596, -0.9399)
C (-6.7627, -0.4639, -1.9095)
N (-5.4404, -1.1603, -1.7436)
C (-5.2342, -1.7498, -0.3532)
C (-6.1826, -2.8926, -0.0346)
C (-6.2655, -4.0002, -1.1720)
C (-6.4272, -3.4054, -2.5483)
C (-5.2880, -2.3084, -2.7111)
C (-4.3459, -0.1998, -2.0703)
H (-8.4100, 2.4056, -0.9008)
H (-9.2214, 0.8193, -1.1608)
H (-8.2900, 1.7320, -2.3231)
H (-7.0769, 0.3088, 0.1061)
H (-6.2182, 1.3684, -1.0206)
H (-6.7222, -0.0501, -2.9531)
H (-7.5698, -1.1688, -1.8849)
H (-5.3596, -0.9269, 0.3694)
H (-4.2084, -2.0157, -0.2814)
H (-7.1756, -2.4388, 0.1068)
H (-5.9265, -3.3047, 0.9616)
H (-7.1383, -4.6032, -1.0151)
H (-5.3338, -4.5695, -1.2905)
H (-7.4840, -3.0600, -2.7026)
H (-6.3401, -4.0983, -3.3855)
H (-5.3509, -1.8041, -3.6319)
H (-4.2888, -2.7310, -2.5374)
H (-4.5827, 0.2412, -3.0206)
H (-3.3492, -0.6108, -2.0725)
H (-4.4426, 0.5947, -1.3157)
C (-3.7655, 9.0782, -4.7633)
C (-3.5149, 10.0103, -5.9084)
C (-4.3468, 9.5071, -7.0180)
N (-4.2689, 10.1996, -8.3352)
C (-2.8004, 10.0236, -8.9499)
C (-2.7425, 10.5170, -10.3910)
C (-3.7653, 9.8746, -11.3252)
C (-5.2079, 10.0461, -10.7177)
C (-5.3510, 9.5826, -9.2738)
C (-4.6115, 11.6509, -8.2441)
H (-3.1349, 9.3808, -3.9016)
H (-3.6264, 7.9861, -4.9888)
H (-4.7368, 9.2291, -4.3611)
H (-2.4494, 10.0428, -6.0942)
H (-3.8240, 10.9944, -5.5263)
H (-5.3781, 9.6222, -6.6721)
H (-4.0991, 8.4787, -7.2880)
H (-2.6306, 8.9027, -8.9897)
H (-2.2150, 10.5479, -8.1796)
H (-1.7279, 10.3461, -10.7826)
H (-2.7939, 11.6226, -10.4524)
H (-3.4960, 8.8326, -11.4633)
H (-3.7091, 10.3233, -12.2965)
H (-6.0273, 9.6699, -11.3993)
H (-5.3590, 11.1292, -10.6023)
H (-5.2669, 8.4747, -9.2846)
H (-6.2724, 9.7903, -8.7290)
H (-3.9653, 12.0977, -7.4686)
H (-5.6711, 11.7875, -8.0220)
H (-4.3640, 12.0785, -9.1966)
C (0.8815, -3.6385, -8.8625)
C (-0.5116, -3.3655, -8.3982)
N (-0.9534, -1.9203, -8.4540)
C (-2.3740, -1.9180, -8.1758)
C (-0.0622, -1.1570, -7.3733)
C (-0.0542, -1.7397, -5.9391)
C (-0.7433, -1.2356, -9.7484)
C (-1.5198, 0.0872, -10.0733)
O (-1.1594, 1.1128, -9.2556)
C (-1.4610, 2.3875, -9.8802)
H (1.7318, -3.1090, -8.3857)
H (1.0229, -3.4467, -9.9365)
H (1.0503, -4.6887, -8.7163)
H (-0.6908, -3.7052, -7.3870)
H (-1.2389, -3.8838, -8.9991)
H (-2.7212, -0.8955, -8.0936)
H (-2.4553, -2.5594, -7.3026)
H (-2.8859, -2.4147, -9.0186)
H (-0.5225, -0.1994, -7.3644)
H (0.9053, -1.0792, -7.8124)
H (0.6849, -1.1021, -5.4786)
H (0.1409, -2.7652, -6.0028)
H (-1.0172, -1.5607, -5.5293)
H (-0.9970, -1.9450, -10.5375)
H (0.2615, -0.9802, -9.9319)
H (-2.6068, -0.1102, -10.0988)
H (-1.1479, 0.2661, -11.0898)
H (-2.4899, 2.5108, -10.0625)
H (-0.9799, 2.4423, -10.8854)
H (-1.0107, 3.1215, -9.2464)
C (-0.9503, -7.7772, 1.9120)
C (-0.8659, -6.9842, 3.2433)
N (-0.5533, -7.8017, 4.4828)
C (-0.5634, -6.8161, 5.5742)
C (-1.5790, -8.8892, 4.6320)
C (-2.9732, -8.4243, 4.5828)
C (0.8051, -8.5495, 4.4132)
C (2.0810, -7.7590, 4.1954)
O (2.2880, -7.5872, 2.8154)
C (3.4993, -7.0425, 2.4565)
H (-0.0761, -8.3869, 1.7523)
H (-1.1372, -7.0258, 1.1235)
H (-1.8497, -8.4190, 1.9145)
H (-1.7912, -6.4097, 3.3695)
H (-0.0969, -6.2317, 3.2294)
H (-0.3159, -7.2865, 6.4883)
H (-1.5631, -6.3443, 5.7689)
H (0.1335, -6.0342, 5.3219)
H (-1.5548, -9.5112, 5.5409)
H (-1.3862, -9.5800, 3.8250)
H (-3.5941, -9.2995, 4.7370)
H (-3.2938, -8.0357, 3.6124)
H (-3.1662, -7.6751, 5.3330)
H (0.7428, -9.2412, 3.5807)
H (0.8434, -9.0677, 5.3439)
H (2.8943, -8.4652, 4.6160)
H (2.0808, -6.7903, 4.6588)
H (3.3861, -6.5926, 1.4279)
H (4.3912, -7.6525, 2.6078)
H (3.6293, -6.1374, 3.0857)
C (0.6858, -6.4230, -5.9545)
C (1.5529, -5.5057, -5.1455)
N (2.5349, -6.1786, -4.2128)
C (3.3286, -5.0520, -3.5841)
C (1.7660, -6.9358, -3.1173)
C (2.6076, -7.4261, -1.8922)
C (3.3548, -7.2200, -4.9340)
C (4.2359, -6.6985, -6.0258)
O (3.5364, -6.2712, -7.2012)
C (4.3490, -6.2443, -8.3724)
H (1.1825, -6.7544, -6.8483)
H (-0.1781, -5.8203, -6.2450)
H (0.2900, -7.3204, -5.4132)
H (1.0049, -4.8315, -4.4675)
H (2.0796, -4.8095, -5.8316)
H (3.8611, -4.7007, -4.4787)
H (4.0777, -5.4241, -2.8664)
H (2.6544, -4.3106, -3.2473)
H (1.2193, -7.7952, -3.5640)
H (1.0266, -6.2059, -2.7287)
H (2.0996, -8.3147, -1.4668)
H (2.6732, -6.6253, -1.2089)
H (3.6971, -7.6715, -2.1502)
H (2.6290, -7.9893, -5.2731)
H (3.9765, -7.7333, -4.1875)
H (4.9194, -7.5523, -6.2798)
H (4.9550, -5.9194, -5.7332)
H (3.7846, -6.3128, -9.3116)
H (4.9918, -7.1166, -8.3416)
H (5.0688, -5.3310, -8.3733)
C (-0.1691, 0.5777, 1.4215)
C (1.0726, 0.4343, 0.5162)
N (0.8123, -0.5638, -0.6169)
C (2.1040, -0.8261, -1.3608)
C (0.1832, -1.8468, -0.0501)
C (1.2471, -2.5203, 0.8050)
C (-0.1032, -0.0629, -1.6896)
C (0.0812, 1.4549, -1.9479)
O (-0.8115, 2.2276, -1.0693)
C (-0.5034, 3.5345, -0.7121)
H (-0.2417, -0.1908, 2.2045)
H (-1.0566, 0.5370, 0.8292)
H (-0.0743, 1.5436, 1.9042)
H (2.0019, 0.1017, 0.9379)
H (1.3300, 1.3793, 0.0549)
H (1.8731, -1.5930, -2.1214)
H (2.8974, -1.1408, -0.6312)
H (2.4799, 0.0756, -1.7597)
H (-0.0271, -2.5021, -0.8492)
H (-0.6915, -1.4635, 0.4492)
H (1.7807, -1.8099, 1.4400)
H (2.0172, -2.9622, 0.1994)
H (0.8063, -3.2630, 1.4643)
H (-1.0914, -0.3414, -1.3505)
H (0.0876, -0.5768, -2.6101)
H (-0.2872, 1.6734, -2.9522)
H (1.0973, 1.8304, -1.8432)
H (-0.9813, 3.6622, 0.2304)
H (-0.7856, 4.3148, -1.4329)
H (0.6185, 3.6744, -0.6060)
C (-1.9715, -4.8828, -2.4370)
C (-1.2795, -3.5485, -2.6715)
O (-1.9576, -2.5116, -2.4736)
O (-0.0773, -3.5482, -3.1445)
H (-2.9694, -4.6853, -1.9274)
H (-1.3081, -5.5451, -1.8298)
H (-2.1595, -5.3441, -3.3779)
C (3.7581, -5.2842, 6.2253)
C (2.7955, -4.2539, 5.4094)
O (3.4658, -3.2425, 5.0334)
O (1.5516, -4.5873, 5.2787)
H (3.3368, -6.2846, 6.1604)
H (3.8221, -5.0294, 7.3174)
H (4.7682, -5.2641, 5.8328)
C (-2.0063, -3.6640, 2.9050)
C (-2.7214, -2.3085, 3.1832)
O (-3.0840, -2.1295, 4.3448)
O (-2.9155, -1.4840, 2.2505)
H (-1.4289, -3.4465, 2.0194)
H (-2.7570, -4.4451, 2.6576)
H (-1.3978, -3.9916, 3.7814)
C (5.1379, 2.9859, -0.2913)
C (3.8301, 2.2289, -0.1413)
O (3.2010, 2.0102, -1.2250)
O (3.5545, 1.7424, 1.0170)
H (5.4934, 3.4696, 0.6537)
H (5.1866, 3.7084, -1.0980)
H (5.9803, 2.3227, -0.4932)

Löwdin atomic charge list, values in e, 99 entries: atom 1 (C): -0.075, atom 2 (C): -0.249, atom 3 (C): -0.107, atom 4 (N): -0.245, atom 5 (C): -0.080, atom 6 (C): -0.165, atom 7 (C): -0.176, atom 8 (C): -0.159, atom 9 (C): -0.131, atom 10 (C): 0.063, atom 11 (H): 0.077, atom 12 (H): 0.091, atom 13 (H): 0.089, atom 14 (H): 0.137, atom 15 (H): 0.070, atom 16 (H): 0.136, atom 17 (H): 0.132, atom 18 (H): 0.137, atom 19 (H): 0.136, atom 20 (H): 0.109, atom 21 (H): 0.123, atom 22 (H): 0.089, atom 23 (H): 0.123, atom 24 (H): 0.126, atom 25 (H): 0.106, atom 26 (H): 0.128, atom 27 (H): 0.160, atom 28 (H): 0.109, atom 29 (H): 0.121, atom 30 (H): 0.065, atom 31 (C): -0.077, atom 32 (C): -0.218, atom 33 (C): -0.114, atom 34 (N): -0.272, atom 35 (C): -0.066, atom 36 (C): -0.162, atom 37 (C): -0.200, atom 38 (C): -0.135, atom 39 (C): -0.130, atom 40 (C): 0.013, atom 41 (H): 0.073, atom 42 (H): 0.033, atom 43 (H): 0.100, atom 44 (H): 0.103, atom 45 (H): 0.081, atom 46 (H): 0.128, atom 47 (H): 0.108, atom 48 (H): 0.119, atom 49 (H): 0.154, atom 50 (H): 0.125, atom 51 (H): 0.123, atom 52 (H): 0.115, atom 53 (H): 0.134, atom 54 (H): 0.108, atom 55 (H): 0.126, atom 56 (H): 0.149, atom 57 (H): 0.134, atom 58 (H): 0.074, atom 59 (H): 0.112, atom 60 (H): 0.110, atom 61 (C): -0.090, atom 62 (C): -0.211, atom 63 (C): -0.103, atom 64 (N): -0.256, atom 65 (C): -0.073, atom 66 (C): -0.161, atom 67 (C): -0.190, atom 68 (C): -0.144, atom 69 (C): -0.117, atom 70 (C): 0.028, atom 71 (H): 0.068, atom 72 (H): 0.073, atom 73 (H): 0.073, atom 74 (H): 0.049, atom 75 (H): 0.115, atom 76 (H): 0.097, atom 77 (H): 0.137, atom 78 (H): 0.148, atom 79 (H): 0.130, atom 80 (H): 0.116, atom 81 (H): 0.142, atom 82 (H): 0.124, atom 83 (H): 0.103, atom 84 (H): 0.109, atom 85 (H): 0.124, atom 86 (H): 0.121, atom 87 (H): 0.136, atom 88 (H): 0.105, atom 89 (H): 0.103, atom 90 (H): 0.092, atom 91 (C): -0.065, atom 92 (C): -0.254, atom 93 (C): -0.196, atom 94 (N): -0.288, atom 95 (C): -0.112, atom 96 (C): -0.147, atom 97 (C): -0.181, atom 98 (C): -0.178, atom 99 (C): -0.081